# 1
C51H44BrClF4N5O6TaTe as an isolated structure in a non-equilibrium geometry, computed with the ωB97M-V functional and the def2-TZVPD basis.

Results
Charge: +2
Energy above the lowest of the compared OMol25 structures with the same formula, charge and spin, eV: 0.000
HOMO energy, hartree: -0.425
Max |F|, eV/A: 1.49

Each line ends with the Mulliken charge.
CARTESIAN COORDINATES (ANGSTROEM)
Ta1 0.37260 1.26175 -0.65481  2.24
C1 2.98038 0.30944 -2.25958  -1.66
N1 2.68326 1.09631 -1.02004  0.02
C2 3.55679 0.47269 0.03040  -0.70
C3 3.11739 2.48983 -1.33588  -0.61
C4 2.00966 3.19106 -2.14244  -0.88
N2 0.82632 2.27296 -2.31915  0.52
C5 0.42933 2.21821 -3.68469  0.32
C6 0.44998 1.07559 -4.48067  -0.22
F1 0.75178 -0.11975 -3.95366  -0.12
C7 0.07216 1.11837 -5.81291  -0.30
F2 0.09500 -0.01648 -6.50563  -0.31
C8 -0.35231 2.28898 -6.40266  -0.54
C9 -0.40287 3.42573 -5.61890  0.31
F3 -0.83006 4.57194 -6.12872  -0.30
C10 -0.02312 3.39052 -4.28891  0.62
F4 -0.10701 4.49984 -3.55038  -0.38
H1 4.06277 0.20995 -2.34193  0.56
H2 2.63115 0.83761 -3.13531  0.47
H3 2.54398 -0.68049 -2.20499  0.34
H4 4.57492 0.41154 -0.35392  0.52
H5 3.19463 -0.52934 0.24542  0.07
H6 3.56752 1.05262 0.94059  0.28
H7 4.05655 2.43913 -1.88878  0.63
H8 3.31518 3.02487 -0.41637  0.44
H9 2.34010 3.51858 -3.12433  0.73
H10 1.68096 4.08233 -1.61528  0.38
H11 -0.64623 2.31584 -7.44286  0.56
Br1 -2.83755 3.09495 6.22464  -0.11
C11 -2.45031 2.80768 4.40714  -0.46
C12 -2.55743 3.86105 3.50908  -1.04
C13 -2.24552 3.65428 2.17805  -0.12
C14 -1.83478 2.39502 1.75739  -0.44
C15 -1.75240 1.33953 2.65027  -0.06
C16 -2.05609 1.54697 3.98340  -0.99
N3 -1.55929 2.14275 0.36357  0.29
C17 -2.41770 2.66131 -0.43059  -0.62
C18 -2.42393 2.24948 -1.81250  -0.32
C19 -3.40945 2.62155 -2.69572  -0.95
C20 -3.52400 1.91287 -3.89314  -1.17
C21 -2.70840 0.82209 -4.08346  -1.40
C22 -1.73777 0.51917 -3.12973  -0.36
N4 -1.53868 1.26490 -2.05257  0.94
H12 -2.85996 4.84009 3.85327  0.48
H13 -2.27743 4.48950 1.48835  0.71
H14 -1.45711 0.35753 2.31091  0.42
H15 -1.98617 0.73216 4.68981  1.04
H16 -3.23234 3.26824 -0.04758  0.90
H17 -4.09782 3.41450 -2.43663  0.68
H18 -4.27583 2.18050 -4.62284  0.57
H19 -2.80828 0.18318 -4.94958  0.70
H20 -1.11882 -0.36334 -3.23608  0.75
C23 -2.03398 -5.85740 -1.14822  -1.55
C24 -1.55845 -4.44908 -0.94208  0.20
C25 -2.44641 -3.38999 -0.85082  -0.05
C26 -2.02304 -2.07154 -0.68552  0.24
C27 -3.13244 -1.08680 -0.41797  -0.07
O1 -3.70372 -0.52196 -1.32506  -0.71
C28 -3.54054 -0.91032 0.99913  0.78
C29 -4.48963 0.06762 1.30273  -0.56
C30 -4.93489 0.22296 2.60172  -0.74
C31 -4.45040 -0.61121 3.60477  -0.64
C32 -3.51520 -1.59286 3.31049  -0.87
C33 -3.05508 -1.74139 2.00972  0.17
C34 -0.64917 -1.81871 -0.65024  0.17
O2 -0.13271 -0.50480 -0.63870  0.46
C35 0.26407 -2.87776 -0.62363  -0.19
C36 -0.20554 -4.17092 -0.79141  -0.18
C37 1.69238 -2.66262 -0.25093  0.22
N5 2.04964 -2.27230 0.90487  -0.53
C38 1.13408 -2.16009 2.02386  1.76
C39 1.53687 -3.11378 3.13729  -1.91
Te1 3.38824 -2.57937 4.07307  0.22
C40 2.46723 -0.87649 4.91545  -0.47
C41 1.39764 -1.02266 5.79631  -0.22
C42 0.75825 0.09413 6.31728  -0.74
C43 1.20335 1.36816 5.98875  -0.41
C44 2.28748 1.52049 5.13639  -0.57
C45 2.90602 0.40393 4.58734  -0.14
C46 2.72061 -2.91210 -1.29115  0.41
C47 4.06548 -2.99742 -0.92325  -0.36
C48 5.03958 -3.16157 -1.89257  -0.78
C49 4.68371 -3.24508 -3.23435  -0.61
C50 3.34891 -3.17637 -3.60541  -0.85
C51 2.36853 -3.01698 -2.63629  -0.03
H21 -3.11847 -5.92431 -1.09175  0.42
H22 -1.60919 -6.52445 -0.39795  0.39
H23 -1.72260 -6.22693 -2.12634  0.32
H24 -3.51226 -3.58526 -0.88397  0.47
H25 -4.88811 0.67629 0.50053  0.64
H26 -5.67392 0.97722 2.83858  0.48
H27 -4.81394 -0.49846 4.61818  0.46
H28 -3.15518 -2.25190 4.08944  0.49
H29 -2.33571 -2.51736 1.78170  0.27
H30 0.51196 -4.98385 -0.77955  0.63
H31 0.08908 -2.35136 1.75387  -0.81
H32 1.19492 -1.14678 2.42409  -0.19
H33 1.58743 -4.15151 2.80839  0.69
H34 0.79637 -3.05329 3.93525  0.42
H35 1.07613 -2.01328 6.09629  0.54
H36 -0.06419 -0.03145 7.01127  0.50
H37 0.72448 2.23736 6.41922  0.48
H38 2.66542 2.51144 4.91330  0.52
H39 3.75310 0.52645 3.92239  0.40
H40 4.32646 -2.93883 0.12519  0.49
H41 6.07955 -3.23889 -1.60400  0.47
H42 5.44789 -3.38040 -3.98824  0.44
H43 3.07056 -3.25652 -4.64776  0.47
H44 1.32771 -2.96503 -2.93271  0.39
O3 0.91619 3.15702 0.32354  -0.81
Cl1 1.44115 2.64806 1.65536  2.10
O4 0.79928 3.22303 2.74467  -0.48
O5 2.83281 2.78495 1.71078  -0.66
O6 1.02844 1.19667 1.41954  -1.39

Cartesian forces (eV/Å) of the 6 atoms listed first:
-1.3 0.5 -0.6
-0.1 0.0 0.0
0.2 -0.2 0.1
0.0 0.1 0.0
0.0 0.0 0.0
-0.1 -0.1 -0.1

# 2
An isolated molecule of C34H31FN6O3 in a non-equilibrium geometry, computed with the ωB97M-V functional and the def2-TZVPD basis.

Results
SMILES: O=C(Nc1ccc(N(C(=O)Cn2nnc3ccccc32)[C@@H](C(=O)NCc2ccccc2)c2cccc(F)c2)cc1)C1CCC1
HOMO energy, hartree: -0.310
Max |F|, eV/A: 1.31

Each line ends with the natural charge from an NBO analysis.
CARTESIAN COORDINATES (ANGSTROEM)
O1 -3.98693 -2.43851 0.86916  -0.61
C1 -4.05867 -2.08582 -0.28774  0.70
N1 -3.13016 -1.30959 -0.91748  -0.61
C2 -1.99965 -0.69859 -0.37985  0.16
C3 -1.36429 0.28638 -1.13466  -0.22
C4 -0.27950 0.97332 -0.63306  -0.22
C5 0.18319 0.68788 0.64643  0.21
C6 -0.39891 -0.34766 1.36949  -0.24
C7 -1.48574 -1.03580 0.86897  -0.24
H1 -1.94921 -1.82020 1.44227  0.26
H2 -0.00124 -0.60986 2.33949  0.21
N2 1.27093 1.40392 1.21087  -0.49
C8 1.22331 2.05294 2.39798  0.69
O2 2.21937 2.43191 2.97764  -0.60
C9 -0.16522 2.32051 3.00445  -0.31
N3 -1.19153 2.56384 2.03723  -0.21
C10 -2.40103 1.95441 1.88905  0.17
C11 -3.09225 0.97581 2.59341  -0.24
C12 -4.31748 0.60472 2.09250  -0.19
C13 -4.85039 1.18522 0.93191  -0.24
C14 -4.18200 2.16087 0.23294  -0.18
C15 -2.93593 2.55332 0.72253  0.03
N4 -2.02672 3.46386 0.27586  -0.21
N5 -1.02529 3.45671 1.05163  -0.03
H3 -4.58852 2.61771 -0.65501  0.23
H4 -5.81919 0.85036 0.59137  0.22
H5 -4.88405 -0.16300 2.59534  0.23
H6 -2.68969 0.52443 3.48686  0.22
H7 -0.03728 3.19862 3.64810  0.25
H8 -0.46324 1.47626 3.63066  0.24
C16 2.55054 1.34372 0.51045  -0.18
C17 2.75301 2.45660 -0.49271  0.08
C18 1.89653 3.54546 -0.58586  -0.27
C19 2.13827 4.54687 -1.51224  -0.19
C20 3.23354 4.48285 -2.35402  -0.28
C21 4.08228 3.39726 -2.23871  0.40
C22 3.86561 2.38783 -1.32225  -0.28
H9 4.55548 1.56095 -1.26756  0.23
F1 5.16565 3.32380 -3.04188  -0.33
H10 3.43737 5.25138 -3.08243  0.23
H11 1.46021 5.38379 -1.57421  0.22
H12 1.03436 3.62963 0.05969  0.24
H13 3.33103 1.43805 1.27963  0.26
C23 2.64362 -0.05013 -0.14211  0.68
O3 2.52140 -0.24876 -1.32898  -0.61
N6 2.81044 -1.03001 0.76822  -0.61
H14 2.99658 -0.79321 1.73032  0.40
C24 2.92774 -2.42735 0.39484  -0.25
C25 4.35901 -2.89064 0.48378  -0.05
C26 4.76630 -3.79239 1.45609  -0.21
C27 6.09262 -4.18196 1.53706  -0.21
C28 7.02269 -3.66515 0.65218  -0.21
C29 6.62343 -2.76008 -0.31787  -0.22
C30 5.29818 -2.37548 -0.40225  -0.15
H15 4.97862 -1.67599 -1.16074  0.21
H16 7.34607 -2.35650 -1.01135  0.21
H17 8.05714 -3.96796 0.71689  0.21
H18 6.39972 -4.88850 2.29402  0.21
H19 4.04230 -4.19807 2.14888  0.21
H20 2.28303 -3.02528 1.04517  0.20
H21 2.56802 -2.49733 -0.63525  0.25
H22 0.19455 1.74036 -1.22234  0.25
H23 -1.73421 0.53044 -2.11973  0.21
H24 -3.33482 -1.04273 -1.87027  0.40
C31 -5.21150 -2.47854 -1.18676  -0.31
H25 -5.88857 -3.09088 -0.59077  0.23
C32 -4.82448 -3.10862 -2.54370  -0.40
H26 -5.30547 -4.06674 -2.72474  0.22
H27 -3.75394 -3.22673 -2.70281  0.21
C33 -5.47427 -1.93010 -3.28561  -0.41
H28 -4.77928 -1.31613 -3.85679  0.20
H29 -6.29678 -2.20882 -3.93998  0.21
C34 -5.90804 -1.32395 -1.94161  -0.40
H30 -6.98507 -1.30243 -1.79255  0.22
H31 -5.51160 -0.33245 -1.72748  0.21

Cartesian forces (eV/Å) of the 6 atoms listed first:
0.1 -0.1 0.3
-0.4 -0.2 -0.3
0.0 0.1 -0.4
0.4 0.2 0.2
0.0 -0.2 0.1
0.0 0.0 0.2

# 3
An isolated ion of composition C10H12N2O and charge +2 in a non-equilibrium geometry, computed with the ωB97M-V functional and the def2-TZVPD basis.

Results
Charge: +2
SMILES: O[N@+]1(c2ccccc2)C=[NH+]C=CC1
Energy above the lowest of the compared OMol25 structures with the same formula, charge and spin, eV: 0.000
HOMO energy, hartree: -0.632
Max |F|, eV/A: 4.20

Each line ends with the natural charge from an NBO analysis.
CARTESIAN COORDINATES (ANGSTROEM)
C1 -3.26906 -0.69099 0.12628  -0.12
C2 -2.15163 -1.54583 -0.08284  -0.14
C3 -2.96103 0.70307 0.41178  -0.14
C4 -0.81817 -1.05593 -0.30536  -0.31
C5 -1.62397 1.16778 0.32080  -0.27
C6 -0.69917 0.27389 -0.15344  0.12
C7 2.27995 -0.92912 -0.86898  -0.14
C8 2.38511 -1.07073 0.46093  -0.10
C9 1.06953 0.71708 1.05445  0.38
C10 1.46409 0.21044 -1.47942  -0.24
N1 1.89139 -0.17099 1.40906  -0.43
N2 0.73338 0.94592 -0.29226  0.00
O1 0.63217 2.30154 -0.49025  -0.46
H1 -4.26631 -1.00714 0.22659  0.26
H2 -2.21274 -2.68222 -0.13010  0.27
H3 -3.88627 1.34999 0.58243  0.28
H4 -0.12697 -1.85044 -0.39302  0.27
H5 -1.46799 2.26574 0.43973  0.29
H6 2.97497 -1.46561 -1.43407  0.29
H7 2.91063 -2.05730 0.76294  0.30
H8 0.74206 1.46622 1.78202  0.30
H9 2.00996 0.94379 -2.01844  0.28
H10 0.65887 -0.29255 -2.09694  0.29
H11 2.25593 -0.22376 2.38082  0.50
H12 1.47527 2.69715 -0.21270  0.51

Cartesian forces (eV/Å) of the 6 atoms listed first:
3.7 1.9 0.8
0.1 -0.8 -0.5
-1.1 -1.2 -0.8
-3.5 -1.8 0.8
-3.1 1.2 -0.1
1.7 2.6 0.5

# 4
A 2-piece molecular cluster, C5H14O overall in a non-equilibrium geometry, computed with the ωB97M-V functional and the def2-TZVPD basis.

Results
SMILES: CCC.CCO
Energy above the lowest of the compared OMol25 structures with the same formula, charge and spin, eV: 1.625
HOMO energy, hartree: -0.377
Max |F|, eV/A: 2.56

Each line ends with the natural charge from an NBO analysis.
CARTESIAN COORDINATES (ANGSTROEM)
C1 1.37604 0.58317 -1.14109  -0.07
C2 2.68548 0.89480 -1.82060  -0.64
O1 1.57316 -0.57439 -0.25170  -0.73
H1 1.06607 1.37324 -0.46833  0.19
H2 0.70042 0.21885 -1.92282  0.16
H3 3.27730 1.43000 -1.06417  0.21
H4 1.16999 -1.28697 -0.74529  0.46
H5 2.54602 1.48133 -2.72930  0.21
H6 3.32533 0.06567 -2.12093  0.22
C3 -1.70914 -0.75358 1.22669  -0.41
C4 -1.41259 0.40078 2.16421  -0.63
C5 -2.53589 -0.59434 -0.06664  -0.62
H7 -2.11215 -1.58419 1.81485  0.20
H8 -0.74999 -1.12466 0.84151  0.21
H9 -0.45875 0.92847 2.18255  0.22
H10 -2.23298 1.09872 2.33268  0.20
H11 -2.23515 0.07687 -0.88536  0.20
H12 -1.24977 -0.07707 3.14911  0.21
H13 -3.51311 -0.11218 -0.00853  0.20
H14 -2.52845 -1.61248 -0.46080  0.21

Cartesian forces (eV/Å) of the 6 atoms listed first:
0.9 -2.4 0.0
0.9 0.9 0.5
-0.3 0.7 -0.4
-0.5 0.3 -0.5
-0.6 0.8 0.4
0.2 0.2 -0.6

Q: Among the records above, which one has the lowest HOMO energy?
A: C10H12N2O

Q: What is the max |F| in the first record?
A: 1.49 eV/A